Here is C32H40AsF6O36Zr as an isolated structure from the Open Molecules 2025 dataset. Energies are from the ωB97M-V functional and the def2-TZVPD basis.

Output
spin multiplicity = 1
HOMO level = -0.1254 Eh
calculated total energy = -185966.71766 eV
HOMO-LUMO gap = 1.66 eV
total charge = -1

Last column: Löwdin charge in e.
Element x y z (Å)
Zr: -1.5056 -0.3248 0.0970  1.604
As: 3.0050 -5.1927 2.1981  1.043
F: 0.0807 -0.6699 0.7032  -0.415
F: 2.0560 -5.7503 0.8998  -0.235
F: 4.1615 -4.6367 1.0765  -0.241
F: 2.0790 -6.1610 3.3357  -0.253
F: 4.0324 -4.5458 3.4260  -0.268
F: 2.0761 -3.5897 2.2874  -0.262
O: -0.5786 -1.4890 3.6488  0.159
O: 3.0256 6.4834 -3.1615  0.170
O: -2.7384 -0.6583 2.0118  0.026
O: 3.6464 5.0347 -1.5376  0.060
O: -3.9352 -1.1791 3.7657  0.095
O: -3.7163 1.9901 -8.1641  0.269
O: -2.5415 -1.9492 -0.6119  -0.722
O: -2.9972 0.8837 -2.2455  0.040
O: 2.4970 6.8339 -1.0278  0.084
O: -0.8763 3.9851 -3.8512  0.080
O: -4.1603 -1.8617 -3.2077  0.033
O: -1.7094 1.3931 -3.9354  0.089
O: -5.8797 -0.5551 -3.8032  0.099
O: -2.6186 -6.8778 -3.4165  0.153
O: 10.2791 0.6598 0.0642  0.159
O: 8.1548 0.4294 0.7158  0.059
O: -0.5844 -6.8027 -2.4326  0.070
O: 9.6911 -0.9588 1.5589  0.043
O: -2.5809 4.9555 -2.8258  0.104
O: -4.2015 3.7278 2.9763  0.058
O: 3.0702 -0.1039 0.0991  -0.007
O: 1.1519 2.0120 1.8054  0.055
O: -2.0556 0.3903 -8.1796  0.142
O: -3.0031 0.8201 3.6839  0.078
O: -0.8332 4.2061 -1.6824  0.091
O: -0.8905 0.3698 -1.9949  -0.063
O: 1.9602 1.1348 -1.4985  0.118
O: -5.7149 -2.7323 -4.4650  0.063
O: -2.1522 1.6973 0.3295  -0.687
O: 3.0555 1.1193 3.1360  0.132
O: -5.2554 3.6553 1.0314  0.051
O: -2.1150 -5.3332 -1.9071  -0.002
O: 1.9910 -1.1467 -1.5741  0.096
O: 1.6103 -1.4470 3.8248  0.047
O: 0.3161 -1.5362 5.6629  0.057
O: -5.9297 2.2916 2.5934  0.124
C: -1.0794 -5.1246 -0.9068  -0.091
C: 0.4160 -1.4460 4.3328  -0.622
C: -4.3144 4.7710 0.8548  -0.095
C: 0.0838 -5.9900 -1.3931  -0.064
C: 0.4412 3.5321 -3.4743  -0.059
C: 3.1267 -1.5210 0.4195  -0.143
C: -5.1645 3.1544 2.2631  -0.628
C: 7.5029 -0.4544 1.7165  -0.082
C: -3.1979 -0.3330 3.0541  -0.588
C: 2.3118 1.5649 2.2960  -0.212
C: -1.8054 0.8566 -2.7339  -0.597
C: -4.8989 -3.8771 -4.2184  -0.075
C: -3.8924 -0.6613 5.1536  -0.067
C: -5.2940 -1.6351 -3.8941  -0.577
C: 2.4816 -2.0479 4.8705  -0.043
C: 3.0599 6.1405 -2.0355  -0.599
C: 8.4475 -1.6204 1.7987  -0.145
C: 2.6507 -2.1717 -0.8235  -0.103
C: -1.7960 -6.4134 -2.7096  -0.611
C: 0.3048 3.3998 -1.9674  -0.111
C: 1.6784 -1.7022 6.1665  -0.070
C: 9.4588 0.1042 0.7270  -0.577
C: -3.3060 1.1769 -4.3536  0.062
C: -2.9553 1.1971 -8.0556  -0.420
C: 2.5100 6.0943 0.1558  -0.177
C: -3.9842 -3.3085 -3.0928  -0.084
C: -3.4889 0.7996 5.0160  -0.109
C: -1.5164 4.3753 -2.8032  -0.651
C: -3.8809 1.6551 -3.1010  -0.065
C: 3.4715 5.0546 -0.0573  -0.095
C: -3.4395 4.5949 2.0432  -0.101
C: 2.2546 0.0318 -1.0559  -0.510
H: -4.8351 1.2495 -2.8432  0.126
H: 2.0513 -3.0184 -0.5654  0.116
H: 6.5011 -0.8048 1.3075  0.140
H: -4.8535 -0.8029 5.5963  0.118
H: -2.5775 4.0302 1.6294  0.117
H: -1.5423 -5.4772 0.0054  0.129
H: 8.4805 -2.1651 2.7069  0.116
H: -4.3193 -3.4835 -2.0703  0.125
H: 2.8251 6.6599 1.0101  0.130
H: 2.4362 -1.5825 1.3100  0.114
H: -2.6491 0.9562 5.6934  0.124
H: 3.2201 4.0142 0.2386  0.136
H: 3.5117 -2.4611 -1.4203  0.136
H: 7.4354 0.1011 2.6994  0.149
H: 1.5990 -2.3835 7.0389  0.135
H: 1.1965 4.2247 -3.8182  0.121
H: 1.1558 3.7806 -1.4001  0.115
H: -3.0939 -1.2126 5.6383  0.122
H: 2.0175 -0.7430 6.5713  0.121
H: 4.4664 5.2391 0.3565  0.132
H: 1.5177 5.7534 0.3948  0.136
H: 0.9177 -5.4970 -1.8448  0.113
H: -3.4356 0.0907 -4.3236  0.114
H: -4.3255 -4.1708 -5.1162  0.130
H: -0.9501 -4.0459 -0.8230  0.099
H: 8.3068 -2.4252 1.0508  0.140
H: -3.4481 1.5831 -5.3435  0.115
H: 4.0940 -1.6699 0.8286  0.103
H: -3.7866 2.7341 -2.8872  0.140
H: 0.2673 2.3637 -1.6742  0.075
H: -4.9041 5.7298 0.9521  0.138
H: 0.3909 -6.6591 -0.5816  0.111
H: -2.9564 -3.6223 -3.0848  0.100
H: 2.6472 -3.0910 4.5823  0.097
H: -5.5526 -4.7062 -3.8793  0.138
H: -3.9043 4.5529 -0.1163  0.120
H: -4.3094 1.5632 5.1753  0.148
H: 0.6048 2.5919 -3.9977  0.129
H: -3.1429 5.5322 2.5662  0.133
H: 3.3904 -1.4963 4.8362  0.112

Forces on the atoms, in the same order (eV/Å):
Zr -11.82 2.63 -3.71
As -2.69 3.81 1.13
F 8.05 -1.81 2.84
F -0.33 -0.59 -0.40
F 0.76 -0.14 -0.74
F 0.74 0.40 -0.51
F 0.34 -0.63 0.67
F 1.25 -3.12 -0.22
O 0.50 0.66 0.55
O 0.15 0.07 -1.03
O 0.37 0.05 -0.99
O -0.18 -0.11 0.83
O -0.35 0.61 1.91
O -4.70 4.40 0.29
O 2.40 2.60 1.02
O -1.09 0.47 0.88
O -0.35 1.21 -0.28
O 1.28 -0.47 -1.80
O 0.23 -0.48 -1.04
O -2.16 -1.39 -0.64
O 0.84 -2.02 -1.29
O -0.13 -0.94 -1.44
O -0.03 -0.28 0.55
O -0.80 -1.24 1.34
O 2.28 -0.99 0.08
O 0.47 0.10 -0.37
O 0.17 -0.63 -0.13
O 0.81 1.01 -0.53
O -0.99 0.10 -1.92
O 9.22 -2.98 2.70
O -3.21 2.44 1.23
O 0.54 0.91 -0.45
O 0.21 -0.66 0.66
O -1.27 1.03 -2.71
O 0.81 -2.89 0.94
O -1.70 -0.60 -1.71
O 1.23 -3.09 -0.21
O -1.92 1.83 -4.11
O 0.40 1.16 -0.41
O 0.75 -0.43 -0.42
O -0.60 -0.57 0.12
O 2.47 -0.51 1.46
O 1.82 -0.06 0.80
O 0.44 -0.03 1.12
C -1.07 0.44 -0.62
C -4.17 -0.77 -1.78
C -2.85 0.04 0.53
C -1.80 -0.89 0.14
C -0.08 -0.58 -0.39
C -1.98 2.57 2.66
C -1.07 -0.75 -1.06
C -1.45 0.30 -0.44
C 0.07 -0.27 0.53
C -7.25 1.12 1.32
C 2.32 -0.97 2.62
C 0.89 0.19 1.14
C 0.02 -0.54 -1.16
C 0.11 2.10 2.63
C -1.14 0.45 -0.13
C 0.08 -0.43 1.10
C 0.47 -0.07 -1.14
C 1.31 -0.26 -0.45
C -1.31 2.51 2.67
C 1.27 0.05 0.18
C -0.56 0.06 0.07
C 0.38 0.01 -0.49
C 2.20 -0.46 -0.55
C 7.93 -6.86 -1.55
C -1.56 0.95 1.31
C -0.68 0.27 0.73
C -0.65 0.01 0.05
C -1.95 2.24 1.32
C 0.38 0.43 1.19
C 2.61 -3.41 -1.78
C 1.73 -0.71 0.40
C 1.03 3.21 0.89
H -0.78 0.04 -0.36
H -0.82 -0.33 -0.39
H 1.13 0.97 0.66
H -0.51 -0.29 0.30
H -0.09 0.00 1.01
H 0.35 -0.14 0.42
H 0.07 0.05 1.26
H -0.18 -0.46 -0.12
H 0.09 0.95 0.25
H 0.42 -0.53 -1.18
H -0.08 0.51 -0.08
H -0.28 0.74 -0.19
H -0.03 -0.39 -0.22
H -0.13 -0.57 -1.20
H 0.43 -0.08 -0.97
H 0.00 0.52 -0.01
H -0.02 0.29 -0.23
H -0.14 -0.24 0.25
H -0.04 -0.01 -0.20
H -0.10 0.27 -0.07
H -0.57 -0.35 -0.21
H 0.39 0.39 -0.26
H 0.31 0.22 -0.49
H -0.44 0.26 0.29
H 0.21 0.06 -0.02
H -0.14 0.73 -0.17
H 0.03 0.57 0.17
H 1.11 -0.77 -0.31
H 0.04 -0.47 -0.10
H -1.01 -0.08 0.27
H 0.50 -0.93 -0.66
H 0.17 0.05 -0.53
H 0.33 0.39 -0.46
H -0.26 0.25 0.47
H 0.49 0.54 -0.26
H 0.64 0.60 -0.19
H 0.93 -0.91 -0.42
H 0.01 -0.11 0.26
H -0.31 -0.84 -0.31
H 0.83 0.25 0.00

Here is C32H40B2I2N15O3S2Zr as an isolated structure from the Open Molecules 2025 dataset. Energies are from the ωB97M-V functional and the def2-TZVPD basis.

Output
relative energy (zero: lowest compared OMol25 entry of this formula, charge and spin) = 21.3 kcal/mol
spin multiplicity = 1
HOMO level = -0.3466 Eh
calculated total energy = -102838.18958 eV
HOMO-LUMO gap = 6.94 eV
total charge = +1

Last column: Löwdin charge in e.
Element x y z (Å)
I: 6.1159 -3.2236 -3.3032  0.911
I: 1.6195 -4.8673 0.3848  0.986
Zr: 0.1023 -0.0613 0.1722  1.665
S: -1.1386 1.5756 -1.8220  0.729
S: 1.6043 2.4549 0.1421  0.723
O: -1.8461 -0.4692 -0.0331  -0.267
O: 0.9151 -1.9325 -0.1053  -0.332
O: -3.4013 -2.0225 0.2052  0.068
N: -0.5005 -1.5255 2.0393  -0.004
N: 0.1747 2.7045 -3.8631  -0.139
N: -0.5238 1.3392 2.9853  -0.015
N: -0.0455 4.0701 -2.1545  0.001
N: -0.8072 1.3240 1.6707  -0.107
N: -0.0170 4.6626 0.3841  0.018
N: 1.8414 -0.1016 1.7232  -0.094
N: 1.1245 4.1338 2.1822  -0.114
N: 1.6254 0.0254 3.0448  -0.036
N: 1.9377 0.0244 -1.6338  0.031
N: -0.7456 -1.4632 -2.1170  0.007
N: -0.8932 -7.2813 -0.7754  0.187
N: -1.8328 -6.1692 1.0097  0.225
N: -2.4729 -5.6608 -1.1583  0.106
N: -0.5355 -1.0882 3.3019  -0.006
C: -2.4167 -1.5590 -0.3459  -0.584
C: 3.7745 -1.4397 -2.3448  -0.204
C: 2.5877 -3.4246 -0.7963  -0.595
C: 2.0692 3.4844 3.0454  -0.029
C: -1.1264 -2.6958 2.0266  -0.171
C: -1.7325 2.2577 1.4614  -0.138
C: 0.8160 3.8730 -4.1907  -0.039
C: -2.0413 2.9058 2.6566  -0.025
C: 3.1412 -0.3660 1.5753  -0.125
C: 3.7733 -0.4145 2.8157  -0.027
C: -1.2571 2.2799 3.6015  -0.055
C: -3.5228 -4.7154 -0.8080  -0.165
C: 0.8492 3.7814 0.8953  -0.667
C: -1.7244 -2.3573 -1.5015  -0.284
C: 2.7682 -0.1572 3.7221  -0.064
C: 3.7488 -3.7129 -1.4934  -0.220
C: -0.0448 1.5522 -4.6856  -0.043
C: -0.3204 2.8388 -2.6042  -0.708
C: 1.9708 -2.1802 -0.7996  -0.467
C: 4.3374 -2.7333 -2.2576  -0.637
C: -1.1935 -1.9545 4.0817  -0.045
C: 2.4740 0.9891 -2.3522  -0.179
C: 4.3007 -0.3716 -3.1019  -0.022
C: 0.3999 5.2562 2.4770  -0.043
C: -2.6978 -2.9692 -2.5300  -0.131
C: -1.5959 -3.0165 3.2986  -0.040
C: 2.5785 -1.1706 -1.6194  -0.179
C: -1.7277 -6.3483 -0.3065  -0.478
C: 3.6555 0.8348 -3.0953  -0.008
C: -0.3004 5.5725 1.3621  -0.063
C: -3.8671 -3.8001 -1.9792  -0.166
C: 0.6709 4.7051 -3.1304  -0.043
B: -0.7806 4.7635 -0.9778  -0.431
B: 0.2271 0.1938 3.6628  -0.523
H: 4.8044 -0.6155 3.0196  0.099
H: -1.1188 1.3701 -4.7700  0.092
H: -3.1272 -2.1541 -3.1144  0.125
H: 2.8100 -0.0817 4.7901  0.126
H: 1.8545 3.7477 4.0801  0.101
H: 3.0860 3.7967 2.7923  0.103
H: -1.8404 4.2293 -0.8613  0.067
H: -4.2844 -4.3858 -2.8016  0.117
H: -1.1551 -6.5770 1.6327  0.124
H: -1.1612 -3.1723 -1.0224  0.117
H: -2.4340 -5.9104 -2.1357  0.163
H: 4.0315 1.6719 -3.6615  0.116
H: -0.7439 -7.3758 -1.7660  0.129
H: -0.8632 5.9189 -1.2366  0.080
H: -2.3977 -5.4183 1.3725  0.109
H: 1.9931 2.4043 2.9181  0.049
H: -0.2372 -7.7334 -0.1620  0.110
H: 1.3150 4.0033 -5.1291  0.120
H: 0.4497 5.7238 3.4371  0.123
H: -1.1705 -3.2845 1.1343  0.057
H: -1.3310 -1.7698 5.1271  0.126
H: -4.4246 -5.2589 -0.5047  0.139
H: 0.4231 0.6728 -4.2309  0.073
H: 0.2941 0.3602 4.8311  0.126
H: -2.7241 3.7163 2.7987  0.106
H: -4.6427 -3.1260 -1.6146  0.120
H: -2.1541 -3.8776 3.6026  0.089
H: -1.2349 -0.6589 -2.5233  0.001
H: -1.1821 2.4394 4.6596  0.127
H: 4.1810 -4.7003 -1.4341  0.084
H: 0.3719 1.7301 -5.6739  0.097
H: 1.9769 1.9474 -2.3402  0.046
H: -0.9815 6.3739 1.1712  0.123
H: -0.2561 -1.9458 -2.8710  0.108
H: 0.9975 5.7162 -3.0078  0.126
H: -2.1410 2.4327 0.4834  0.063
H: 3.6025 -0.4759 0.6086  0.112
H: -2.0995 -3.5785 -3.2184  0.111
H: 5.2042 -0.5196 -3.6761  0.066
H: -3.2099 -4.0703 0.0157  0.090

Forces on the atoms, in the same order (eV/Å):
I -0.43 0.12 0.26
I 0.34 0.05 -0.11
Zr 1.49 1.36 -1.41
S -0.58 -0.29 0.40
S 0.34 -0.39 -0.39
O -0.65 0.57 0.11
O 0.02 -0.14 0.35
O 0.12 0.35 -0.12
N -0.03 0.04 -0.19
N -0.08 0.53 0.82
N 0.07 0.34 0.57
N -0.15 -0.46 -0.33
N -0.40 0.12 0.57
N 0.30 -0.14 0.31
N 0.30 -0.22 0.23
N -0.60 0.25 -0.68
N 0.16 0.12 0.41
N 0.18 0.10 0.45
N -0.45 0.08 -0.28
N -0.02 -0.11 0.03
N -0.04 0.15 0.00
N 0.12 -0.10 -0.14
N -0.25 -0.19 0.49
C -0.86 -1.70 -0.76
C -0.47 0.10 0.21
C -0.99 0.17 0.56
C 0.46 -0.31 0.14
C 0.13 -0.08 0.23
C -0.24 0.24 0.16
C 0.13 0.28 0.02
C 0.13 -0.19 -0.08
C 0.02 0.11 0.09
C -0.14 0.02 -0.07
C -0.06 0.06 -0.32
C -0.49 0.27 0.15
C 0.10 -0.29 0.19
C -0.20 0.21 0.10
C 0.19 -0.03 -0.25
C 0.54 0.19 -0.52
C -0.07 -0.46 -0.22
C 0.12 -0.24 -0.20
C 0.88 -0.60 -0.55
C 0.49 -0.47 -0.13
C 0.04 -0.06 -0.12
C -0.16 0.14 0.02
C -0.13 0.22 0.01
C -0.14 0.20 -0.11
C -0.05 0.07 0.41
C 0.11 0.11 -0.12
C 0.18 -0.70 -0.07
C -0.10 -0.12 -0.29
C 0.03 -0.36 -0.08
C 0.03 0.27 0.37
C 0.24 0.05 0.10
C 0.24 0.17 -0.38
B 0.10 -0.33 0.06
B -0.04 -0.10 -0.64
H 0.20 0.01 0.02
H 0.14 -0.04 -0.04
H 0.04 0.00 -0.13
H -0.14 -0.01 0.21
H -0.04 0.03 -0.05
H -0.07 -0.07 0.08
H -0.27 -0.01 0.05
H -0.13 -0.04 0.00
H -0.06 0.02 -0.03
H -0.05 0.11 0.02
H 0.16 -0.12 0.09
H 0.03 0.09 -0.02
H 0.06 0.01 0.09
H -0.02 0.40 -0.08
H -0.01 -0.01 -0.02
H 0.06 0.21 0.03
H 0.03 0.01 -0.08
H 0.02 0.08 -0.17
H -0.01 0.15 0.20
H 0.00 0.00 -0.27
H 0.04 0.08 0.24
H 0.11 0.00 0.03
H -0.05 0.08 -0.13
H 0.03 0.04 0.32
H -0.17 0.14 0.03
H 0.01 -0.15 -0.04
H -0.11 -0.18 0.12
H 0.23 -0.22 -0.07
H 0.07 -0.06 0.17
H 0.05 -0.03 -0.01
H 0.05 0.01 0.02
H -0.02 -0.05 0.09
H -0.14 0.22 0.04
H 0.09 0.16 0.25
H 0.08 0.20 0.02
H 0.09 -0.01 -0.14
H -0.14 0.00 -0.07
H 0.01 0.09 0.00
H 0.05 0.02 0.00
H 0.03 -0.14 -0.04